A structure of composition C22H65N3O12 in a non-equilibrium geometry. Source: the OMol25 dataset; level of theory: ωB97M-V/def2-TZVPD.

For the HOMO energy, the calculation gives -7.1 eV. For the LUMO energy, the calculation gives 0.414 eV. Its energy relative to the best compared isomer or geometry (same formula, charge and spin) is 533.2 kcal/mol.

```
! RIJCOSX wB97M-V def2-TZVPD def2/J DEFGRID3
* xyz 0 1
C 6.7446 -3.3919 -3.0261
O 6.0627 -2.2776 -2.5580
C 5.0627 -1.7823 -3.3827
C 4.4601 -0.4608 -2.8854
N 3.5580 -0.7533 -1.7619
C 3.2499 0.5390 -1.0611
C 2.3482 0.2743 0.1693
O 2.8435 -0.8675 0.9428
C 2.3421 -1.1258 2.2193
H 7.3420 -3.0494 -3.8710
H 6.0805 -4.1984 -3.3372
H 7.4220 -3.7264 -2.2404
H 4.2525 -2.5007 -3.5070
H 5.5917 -1.6301 -4.3234
H 3.9967 0.1242 -3.6799
H 5.3757 0.0465 -2.5812
H 3.9237 -1.3697 -1.0502
H 2.7069 1.2038 -1.7330
H 4.2022 0.9811 -0.7686
H 1.3195 0.0238 -0.0900
H 2.4310 1.0927 0.8844
H 1.2873 -1.4005 2.2123
H 2.4993 -0.2144 2.7960
H 2.9307 -1.9294 2.6619
C -3.0257 -1.8567 2.8999
O -2.1106 -2.4101 1.9762
C -2.7548 -3.4977 1.2575
C -1.6666 -4.0598 0.3086
N -0.6097 -4.8242 1.0031
C 0.5350 -5.2324 0.1803
C 1.3622 -4.1132 -0.4444
O 0.7436 -3.2587 -1.3634
C 1.5350 -2.1956 -1.9918
H -2.4942 -1.1827 3.5718
H -3.4745 -2.6084 3.5492
H -3.7624 -1.2656 2.3559
H -3.6084 -3.1452 0.6785
H -3.0812 -4.2872 1.9345
H -1.2713 -3.1874 -0.2118
H -2.1268 -4.7157 -0.4305
H -1.0318 -5.6485 1.4062
H 0.1955 -5.9242 -0.5906
H 1.2545 -5.7828 0.7865
H 2.2186 -4.5759 -0.9349
H 1.7945 -3.5371 0.3738
H 2.5618 -2.4332 -2.2698
H 1.6389 -1.3991 -1.2549
H 0.9158 -1.7546 -2.7729
C -3.9494 6.4233 4.2035
O -3.4907 5.2717 3.4871
C -4.6103 4.4201 3.2802
C -4.3328 3.6335 2.0469
N -4.4700 4.5202 0.8634
C -4.6201 3.7370 -0.3634
C -3.2878 3.0603 -0.9314
O -2.9749 1.8791 -0.1705
C -1.8181 1.1137 -0.5707
H -3.0738 7.0429 4.3978
H -4.4373 6.1752 5.1461
H -4.6595 6.9477 3.5641
H -5.5808 4.9005 3.1555
H -4.7677 3.7518 4.1268
H -4.9335 2.7306 1.9370
H -3.3431 3.1848 2.1320
H -5.4171 4.8563 0.7628
H -5.0704 4.2629 -1.2053
H -5.2653 2.8671 -0.2406
H -2.3724 3.6517 -0.9515
H -3.4305 2.7950 -1.9789
H -2.0245 0.6725 -1.5458
H -1.7179 0.2766 0.1202
H -0.9137 1.7203 -0.6171
C 0.4621 0.1657 2.9018
O -0.0788 1.3459 3.3922
H -0.0566 -0.3453 2.0906
H 1.4068 0.3920 2.4075
H 0.8076 -0.5418 3.6556
H 0.1060 1.3882 4.3333
C 0.5829 2.9116 1.4432
O 1.3920 2.4694 0.3847
H 0.8327 2.3107 2.3176
H 0.9138 3.9349 1.6208
H -0.4779 2.8394 1.2033
H 1.1310 1.5712 0.1683
C 1.5817 0.1815 -3.3892
O 2.1455 -1.0744 -3.4966
H 2.3617 0.9086 -3.1635
H 0.9288 0.4112 -4.2313
H 0.7914 0.2478 -2.6415
H 2.7502 -1.2459 -2.7710
C -1.1970 1.2555 -3.1245
O -0.6709 0.5396 -2.0181
H -0.5760 2.1057 -3.4067
H -1.3610 0.5800 -3.9641
H -2.1542 1.6937 -2.8419
H -0.8849 -0.3941 -2.0825
O 0.1625 0.6273 0.0142
H -0.0481 -0.2839 0.2178
H -0.1057 0.7376 -0.8980
O -0.5395 -1.4093 0.4488
H -0.2203 -2.0273 -0.2088
H -1.1950 -1.9018 0.9428
*
```

---

A cluster of 7 separate species, C22H66N6O7P2S5 in total in a non-equilibrium geometry. Source: the OMol25 dataset; level of theory: ωB97M-V/def2-TZVPD.

For the HOMO energy, the calculation gives -8.4 eV. For the LUMO energy, the calculation gives -0.133 eV. Its energy relative to the best compared isomer or geometry (same formula, charge and spin) is 10.2 kcal/mol.

```
! RIJCOSX wB97M-V def2-TZVPD def2/J DEFGRID3
* xyz 0 1
O -3.2610 5.9205 -0.6977
P -2.9229 4.6987 0.0473
N -1.9565 3.6092 -0.7482
C -0.6136 4.0260 -1.0761
C -2.5859 2.7546 -1.7587
N -4.2497 3.8327 0.5560
C -4.1373 2.5440 1.1921
C -5.4579 4.5189 0.8829
N -2.0119 5.0601 1.4020
C -2.1938 6.3439 2.0487
C -1.4009 4.0719 2.2659
H -0.0513 3.1623 -1.4383
H -0.1079 4.2975 -0.1443
H -0.5713 4.8508 -1.7929
H -2.0143 1.8378 -1.9098
H -2.6806 3.2889 -2.7138
H -3.5723 2.4624 -1.4218
H -3.8822 2.6564 2.2564
H -5.1071 2.0447 1.2042
H -3.3998 1.9485 0.6731
H -5.6827 5.3300 0.1869
H -6.3430 3.8805 0.8427
H -5.3929 4.9835 1.8782
H -2.8287 6.9734 1.4291
H -2.6806 6.2254 3.0249
H -1.2324 6.8443 2.2000
H -1.8428 4.0997 3.2669
H -0.3394 4.3263 2.3872
H -1.4957 3.0956 1.8076
O 4.5170 -3.5587 4.2002
P 3.4464 -2.8038 3.5453
N 3.5118 -2.7661 1.8942
C 4.6053 -2.0200 1.2995
C 3.1555 -3.9498 1.1210
N 3.3275 -1.2357 3.9961
C 4.0064 -0.8030 5.2009
C 2.6580 -0.1826 3.2422
N 1.9780 -3.5212 3.8536
C 0.7458 -3.0434 3.2600
C 1.9240 -4.8752 4.3655
H 5.4857 -2.6638 1.1587
H 5.0202 -1.2732 1.9854
H 4.3548 -1.5559 0.3478
H 3.1004 -4.7808 1.8331
H 3.9156 -4.2671 0.4050
H 2.1981 -3.8744 0.5950
H 5.0717 -1.0810 5.1514
H 4.0723 0.2770 5.3020
H 3.6594 -1.3332 6.0891
H 3.3969 0.5417 2.8648
H 2.0670 -0.5638 2.4177
H 2.0254 0.4074 3.9175
H 0.2540 -3.7988 2.6406
H 0.0363 -2.7182 4.0346
H 0.9663 -2.1422 2.6912
H 0.8923 -5.1467 4.6003
H 2.4464 -4.9600 5.3186
H 2.3237 -5.6130 3.6636
C -0.5426 -2.2035 -0.6220
S 0.7736 -1.0536 -0.2267
O 1.1643 -0.4471 -1.5305
C -0.1825 0.1698 0.6580
H -0.9167 -2.6229 0.3121
H -0.2102 -2.8603 -1.4210
H -1.3883 -1.6618 -1.0627
H -1.0318 0.4167 0.0166
H 0.4094 1.0721 0.7757
H -0.5798 -0.2367 1.5884
C -6.4806 0.0666 -1.2913
S -4.9059 -0.5940 -1.8444
O -3.8833 0.1372 -1.0514
C -5.0935 -2.2242 -1.1224
H -6.3821 0.4923 -0.2975
H -7.2390 -0.7224 -1.2874
H -6.8763 0.7610 -2.0315
H -5.4493 -2.2132 -0.0919
H -4.2068 -2.8428 -1.2330
H -5.8868 -2.7037 -1.7087
C -2.3830 -1.9953 -4.3750
S -0.8938 -2.4963 -5.2728
O -0.6772 -3.9502 -5.1041
C -1.5830 -2.1973 -6.9193
H -3.1234 -2.7967 -4.3708
H -2.7973 -1.1639 -4.9484
H -2.1693 -1.6428 -3.3692
H -1.5576 -1.1330 -7.1459
H -2.5756 -2.6295 -7.0024
H -0.8315 -2.6637 -7.5564
C 3.8136 3.1102 -2.2154
S 4.9323 2.6403 -0.8863
O 5.9690 1.7772 -1.5047
C 3.7962 1.5268 -0.0557
H 4.3367 3.7013 -2.9591
H 2.9625 3.6345 -1.7931
H 3.4600 2.1867 -2.6799
H 3.3607 0.7803 -0.7231
H 2.9820 2.1390 0.3577
H 4.2209 1.0338 0.8171
C 3.8559 -1.4674 -2.5840
S 3.9769 -3.1068 -3.3093
O 4.9921 -3.9026 -2.5752
C 2.3812 -3.7284 -2.6680
H 4.7327 -0.8397 -2.4268
H 3.3919 -1.6578 -1.6144
H 3.1174 -0.8334 -3.0811
H 2.4592 -4.7574 -2.3349
H 1.4961 -3.5488 -3.2858
H 2.1165 -3.1312 -1.7874
*
```

---

A cluster of 11 separate species, C22H66O11 in total in a non-equilibrium geometry. Source: the OMol25 dataset; level of theory: ωB97M-V/def2-TZVPD.

For the HOMO energy, the calculation gives -9.6 eV. For the LUMO energy, the calculation gives 0.590 eV. Its energy relative to the best compared isomer or geometry (same formula, charge and spin) is 39.0 kcal/mol.

```
! RIJCOSX wB97M-V def2-TZVPD def2/J DEFGRID3
* xyz 0 1
C -0.6755 -0.4795 -4.9043
C -1.5683 -0.9320 -6.0236
O -1.4834 0.0747 -7.0420
H -1.0137 0.4961 -4.5474
H 0.3634 -0.3285 -5.2059
H -0.6896 -1.2230 -4.1093
H -2.6054 -1.0194 -5.6904
H -1.2504 -1.9262 -6.3629
H -2.1477 -0.1101 -7.7115
C 2.3631 -2.0901 2.0314
C 0.9805 -2.3456 2.5793
O -0.0431 -2.0717 1.6004
H 3.1108 -2.4575 2.7428
H 2.5619 -1.0263 1.8938
H 2.5347 -2.5943 1.0783
H 0.8258 -1.6973 3.4502
H 0.8157 -3.3799 2.8741
H -0.0216 -1.1167 1.4236
C 1.0691 -4.6327 -1.0442
C 0.5270 -5.1250 0.2784
O -0.7425 -4.5936 0.5802
H 2.1011 -4.9532 -1.2231
H 1.0929 -3.5367 -1.0867
H 0.5099 -4.9534 -1.9264
H 1.2544 -4.9051 1.0735
H 0.4698 -6.2173 0.2677
H -0.5912 -3.6753 0.8593
C 0.7382 -0.2960 -1.1311
C 0.0168 0.8377 -0.4425
O 0.1546 0.7353 0.9708
H 1.8188 -0.1567 -1.0124
H 0.5160 -0.3257 -2.1971
H 0.5242 -1.2709 -0.6893
H -1.0324 0.8991 -0.7371
H 0.4942 1.7737 -0.7557
H -0.6042 1.2117 1.3458
C -2.4497 -1.5912 -1.2468
C -2.1016 -2.8406 -2.0280
O -2.5815 -2.6421 -3.3661
H -1.9991 -1.6085 -0.2504
H -3.5277 -1.5567 -1.0835
H -2.1193 -0.6903 -1.7593
H -2.6485 -3.6700 -1.5748
H -1.0305 -3.0405 -2.0238
H -2.8226 -3.4603 -3.8057
C -3.1050 3.8845 2.9013
C -2.8056 3.1128 1.6237
O -2.1321 1.9050 1.8690
H -3.8505 3.3888 3.5238
H -3.4621 4.8923 2.6701
H -2.1849 4.0362 3.4705
H -2.1993 3.7485 0.9755
H -3.7495 2.9589 1.0811
H -2.6247 1.3562 2.5014
C -2.1032 -1.5733 4.8393
C -2.4710 -1.0406 3.4739
O -3.3754 0.0979 3.5400
H -2.9456 -1.9393 5.4244
H -1.5323 -0.8409 5.4128
H -1.4305 -2.4268 4.6906
H -2.9543 -1.8255 2.8810
H -1.6047 -0.7286 2.8954
H -4.1829 -0.2290 3.9459
C 2.3590 -2.3440 -3.8376
C 3.5102 -2.5904 -2.8812
O 3.9326 -3.9719 -2.9698
H 2.7555 -2.2260 -4.8506
H 1.7985 -1.4388 -3.6005
H 1.6300 -3.1552 -3.8813
H 3.2642 -2.4831 -1.8291
H 4.3572 -1.9697 -3.1841
H 4.0800 -4.2135 -3.8885
C 2.8734 3.1358 -2.7616
C 1.4959 3.1816 -3.3708
O 0.6876 4.1008 -2.6279
H 3.5271 2.5660 -3.4267
H 2.8858 2.6018 -1.8096
H 3.2904 4.1282 -2.5967
H 1.0569 2.1796 -3.3296
H 1.5483 3.5096 -4.4118
H -0.1654 4.2090 -3.0598
C 0.1838 1.8673 4.3729
C 0.8970 1.7279 5.6986
O 2.2982 1.9715 5.5067
H 0.4777 1.0335 3.7368
H 0.4079 2.8144 3.8881
H -0.8914 1.8823 4.5672
H 0.7696 0.7078 6.0847
H 0.4659 2.4108 6.4400
H 2.6964 2.0761 6.3749
C 0.7995 5.0207 2.0969
C 1.0563 4.7113 0.6412
O -0.0327 5.1723 -0.1276
H -0.1069 4.5839 2.5138
H 0.7263 6.1033 2.2389
H 1.6347 4.6831 2.7170
H 1.1585 3.6220 0.5022
H 2.0253 5.1278 0.3375
H 0.1670 4.9985 -1.0603
*
```

---

A cluster of 11 separate species, C22H66O16 in total in a non-equilibrium geometry. Source: the OMol25 dataset; level of theory: ωB97M-V/def2-TZVPD.

For the HOMO energy, the calculation gives -9.6 eV. For the LUMO energy, the calculation gives 0.305 eV. Its energy relative to the best compared isomer or geometry (same formula, charge and spin) is 0.0 kcal/mol.

```
! RIJCOSX wB97M-V def2-TZVPD def2/J DEFGRID3
* xyz 0 1
O 3.0205 -8.6781 21.7500
C 3.3460 -9.6969 20.6739
C 4.5591 -9.2716 19.9005
O 5.6639 -9.3782 20.7380
H 2.3795 -9.1128 22.3239
H 3.5984 -10.6530 21.1580
H 2.5049 -9.8303 19.9763
H 4.3910 -8.2375 19.5593
H 4.6396 -9.9115 19.0313
H 6.3749 -8.8503 20.3699
O 2.1467 -14.5721 16.5690
C 1.0914 -13.5698 16.3477
C 1.7840 -12.2232 16.4011
O 2.5205 -12.1069 17.6593
H 1.6887 -15.3663 16.8628
H 0.4984 -13.8211 15.4631
H 0.4710 -13.5640 17.2508
H 1.0453 -11.4054 16.4406
H 2.4828 -12.0103 15.5809
H 3.0569 -12.9127 17.7549
O -1.0015 -11.5655 18.5488
C -1.2567 -12.2589 19.7830
C -0.1129 -12.1552 20.7236
O 1.0529 -12.8619 20.3189
H -0.8546 -10.6278 18.6826
H -2.1640 -11.8294 20.2264
H -1.5289 -13.2850 19.5066
H -0.3163 -12.6101 21.6916
H 0.1737 -11.1067 20.8893
H 1.3310 -12.5620 19.4293
O 1.5145 -7.0357 12.3661
C 2.3670 -8.0951 12.7964
C 3.6182 -7.5806 13.4950
O 4.3088 -8.6527 14.0727
H 1.4189 -7.1016 11.4101
H 1.7653 -8.6903 13.5033
H 2.6775 -8.7337 11.9452
H 3.2801 -6.8335 14.2231
H 4.2252 -7.0348 12.7576
H 4.6512 -8.4168 14.9486
O 5.4494 -8.0356 16.3878
C 6.6536 -8.8208 16.6771
C 7.8770 -7.9409 16.3041
O 7.9978 -6.8160 17.1668
H 5.1965 -7.4799 17.1477
H 6.6263 -9.0594 17.7448
H 6.5893 -9.7358 16.0986
H 7.9035 -7.6660 15.2561
H 8.7935 -8.5079 16.5063
H 7.1735 -6.3005 17.2199
C 1.9671 -3.2953 14.5001
C 0.7529 -4.1811 14.5658
O 0.5781 -4.6501 15.8838
H 2.3287 -2.9549 13.5274
H 2.8405 -3.8141 14.9298
H 1.8752 -2.3965 15.1099
H 0.9524 -5.0246 13.9026
H -0.0639 -3.5965 14.1437
H -0.0081 -4.0562 16.3321
C -2.9941 -8.9486 20.0855
C -1.9439 -8.1204 19.2952
O -0.7644 -8.8712 19.3373
H -2.9393 -9.9361 19.6406
H -4.0098 -8.5874 20.0213
H -2.7232 -9.1039 21.1353
H -1.7865 -7.1662 19.8174
H -2.2601 -7.9544 18.2802
H -0.1278 -8.4840 18.7138
C -1.5806 -7.0363 14.3411
C -2.0641 -8.3741 14.8058
O -3.4783 -8.3801 14.8219
H -2.1018 -6.7269 13.4227
H -0.5025 -6.9461 14.2090
H -1.8751 -6.2818 15.0912
H -1.6380 -8.6089 15.7793
H -1.7255 -9.1325 14.1020
H -3.7438 -7.6872 15.4128
C 3.1388 -4.4251 18.5726
C 3.9246 -5.0949 17.5357
O 5.0908 -5.6275 18.1140
H 3.7948 -3.7189 19.1088
H 2.8214 -5.1501 19.3351
H 2.2605 -3.8516 18.2422
H 4.2810 -4.3615 16.8121
H 3.3242 -5.8630 17.0265
H 5.0518 -5.4484 19.0590
C 2.2577 -8.8430 17.2703
C 1.4007 -8.0050 16.3593
O 0.4734 -7.2961 17.1162
H 2.6679 -8.0990 17.9678
H 3.0112 -9.4032 16.7259
H 1.6227 -9.4991 17.8592
H 0.8815 -8.6714 15.6483
H 1.9573 -7.3186 15.7146
H 0.3678 -6.4086 16.7408
C -2.4983 -4.8878 17.6803
C -3.4906 -4.7183 18.8087
O -4.7981 -4.5605 18.2333
H -2.3627 -3.9521 17.1136
H -2.9059 -5.6308 16.9895
H -1.5345 -5.2231 18.0127
H -3.2244 -3.8106 19.3536
H -3.4891 -5.5716 19.5219
H -5.3805 -4.2647 18.9470
*
```